Record 1
Density functional theory data (wB97M-V/def2-TZVPD) for a 9-piece molecular cluster, C41H108N8O12 overall in a non-equilibrium geometry.

Structure (ORCA input):
```
! RIJCOSX wB97M-V def2-TZVPD def2/J DEFGRID3
* xyz 0 1
C -2.4597 -4.9914 -3.8753
O -3.0777 -6.0910 -4.4947
C -4.4209 -6.2494 -4.1253
C -5.0056 -7.3970 -4.9289
C -6.5109 -7.4604 -4.8203
N -4.4342 -8.6480 -4.3738
H -2.5558 -5.0626 -2.7868
H -2.8581 -4.0492 -4.2713
H -1.3926 -4.9459 -4.1011
H -4.5457 -6.5180 -3.0662
H -4.9909 -5.3253 -4.2912
H -4.6451 -7.3163 -5.9623
H -6.9371 -8.3470 -5.2982
H -7.0391 -6.5986 -5.2296
H -6.8040 -7.5956 -3.7747
H -4.5878 -9.4300 -5.0008
H -3.4260 -8.5067 -4.3708
C 2.4456 -4.2012 -6.7940
O 2.6362 -3.9077 -5.4280
C 2.4706 -5.0538 -4.6009
C 2.7056 -4.6882 -3.1463
C 1.8087 -3.5542 -2.6763
N 4.1044 -4.2837 -2.8949
H 2.6105 -3.2516 -7.2994
H 1.4324 -4.5109 -7.0805
H 3.1578 -4.9701 -7.1094
H 1.4401 -5.3897 -4.7927
H 3.1770 -5.8436 -4.8844
H 2.4325 -5.5362 -2.5131
H 0.7595 -3.7999 -2.8398
H 2.0850 -2.6152 -3.1641
H 1.9292 -3.3406 -1.6115
H 4.8312 -4.8394 -3.3323
H 4.1271 -3.3978 -3.3969
C 4.8523 -2.3389 -8.9219
O 4.4074 -2.3644 -10.2507
C 4.2929 -1.0685 -10.7755
C 3.9387 -1.1199 -12.2761
C 5.1351 -1.6350 -13.0698
N 3.6155 0.2172 -12.7773
H 5.2014 -3.3170 -8.5811
H 4.1237 -2.0315 -8.1614
H 5.7113 -1.6681 -8.8009
H 3.4665 -0.5067 -10.3104
H 5.2176 -0.4855 -10.6770
H 3.0929 -1.8025 -12.3752
H 6.0958 -1.2531 -12.7079
H 5.0747 -1.3419 -14.1192
H 5.2361 -2.7207 -13.0370
H 4.4586 0.7744 -12.7221
H 2.8450 0.6317 -12.2707
C -2.2008 -5.6739 -8.4900
O -1.3305 -4.5563 -8.5952
C -0.5570 -4.5474 -9.7576
C 0.4993 -3.4667 -9.6834
C -0.0669 -2.1445 -9.1701
N 1.1233 -3.2969 -10.9998
H -3.0583 -5.3416 -7.9088
H -1.6487 -6.4531 -7.9560
H -2.5455 -6.0780 -9.4451
H -0.0369 -5.4917 -9.9987
H -1.1749 -4.4472 -10.6687
H 1.3250 -3.7886 -9.0483
H 0.6943 -1.3678 -9.1117
H -0.5335 -2.2748 -8.1878
H -0.9317 -1.8351 -9.7671
H 0.5025 -2.8530 -11.6702
H 1.9039 -2.6552 -10.9081
C 7.8866 -0.2958 -7.5763
O 6.8942 -0.3583 -6.5804
C 7.3870 -0.8270 -5.3447
C 6.2976 -1.6004 -4.6069
C 6.6236 -1.7656 -3.1396
N 6.1471 -2.9524 -5.1956
H 8.6181 0.4762 -7.3284
H 7.4118 -0.0393 -8.5281
H 8.3394 -1.2670 -7.8093
H 8.3076 -1.4155 -5.4286
H 7.6749 0.0414 -4.7247
H 5.3841 -1.0124 -4.7230
H 6.5913 -0.8476 -2.5565
H 7.6402 -2.1982 -3.1142
H 6.1038 -2.5658 -2.6126
H 5.8076 -2.8614 -6.1474
H 7.0664 -3.3775 -5.2513
C 0.1769 -1.7263 -5.4223
O -1.0840 -1.1410 -5.6496
C -1.0142 0.1388 -6.2151
C -2.4116 0.5775 -6.6568
N -2.3640 1.9363 -7.1679
C -2.6763 2.0905 -8.5742
C -3.3227 3.4454 -8.8469
O -4.3962 3.6355 -7.9563
C -4.9740 4.9365 -8.1267
H 0.4304 -2.4240 -6.2226
H 0.1539 -2.3960 -4.5568
H 0.9272 -0.9769 -5.1614
H -0.4318 0.1235 -7.1468
H -0.6155 0.8979 -5.5336
H -3.1816 0.3787 -5.9003
H -2.7688 -0.1303 -7.4179
H -2.9154 2.5664 -6.6064
H -3.3676 1.3364 -8.9780
H -1.7702 1.9793 -9.1792
H -3.6863 3.4383 -9.8830
H -2.5906 4.2586 -8.7617
H -4.3324 5.6804 -7.6511
H -5.9297 4.9184 -7.6082
H -5.1181 5.0847 -9.1978
C 4.7206 -8.3345 -1.9571
O 4.6093 -7.9507 -0.6101
C 3.8810 -6.7354 -0.4782
C 3.7885 -6.4404 1.0192
N 5.0507 -6.2883 1.7064
C 5.8571 -5.1503 1.2276
C 7.2338 -5.1959 1.8684
O 8.0327 -6.2296 1.3516
C 9.2625 -6.3217 2.0558
H 5.3349 -7.5880 -2.4836
H 3.7611 -8.4593 -2.4708
H 5.2649 -9.2766 -2.0225
H 2.8786 -6.9163 -0.8865
H 4.3650 -5.9265 -1.0306
H 3.1278 -7.1594 1.5055
H 3.2357 -5.4996 1.1445
H 5.6548 -7.0890 1.5337
H 5.4051 -4.2451 1.6469
H 5.9099 -5.0912 0.1365
H 7.0556 -5.3301 2.9432
H 7.6726 -4.1969 1.7300
H 9.6485 -7.3342 1.9958
H 9.1757 -5.9798 3.0896
H 9.9774 -5.6312 1.5888
C 2.0936 6.0491 2.2080
O 2.6399 4.8828 1.6361
C 2.1467 4.6372 0.3198
C 2.7125 3.3001 -0.1017
N 2.2398 2.2042 0.7058
C 3.0096 0.9788 0.6330
C 3.0670 0.3955 -0.7623
O 4.0864 0.9457 -1.5628
C 3.8719 0.6758 -2.9192
H 2.3682 6.9815 1.7089
H 2.4851 6.1211 3.2259
H 1.0081 5.9329 2.3095
H 2.3772 5.4025 -0.4255
H 1.0536 4.5737 0.4140
H 3.8022 3.3425 -0.2580
H 2.3774 3.1238 -1.1392
H 2.1160 2.5176 1.6593
H 2.5607 0.2095 1.2615
H 4.0247 1.1618 1.0196
H 2.0834 0.4603 -1.2502
H 3.1835 -0.6985 -0.6673
H 4.7691 0.8284 -3.5203
H 3.1323 1.3231 -3.4148
H 3.5242 -0.3582 -3.0399
C 5.8758 -5.8947 -6.4347
C 5.8141 -7.0929 -7.4022
C 4.7863 -8.1369 -6.9477
O 5.4581 -6.6245 -8.6971
H 6.9182 -5.6851 -6.1972
H 5.2612 -6.0878 -5.5639
H 5.5393 -5.0092 -6.9745
H 6.7803 -7.6085 -7.3624
H 3.7828 -7.7859 -7.1946
H 4.8279 -8.3538 -5.8789
H 4.9847 -9.0749 -7.4733
H 5.5623 -7.3693 -9.2988
*
```

## Properties
E   -2967.56709 Eh
Relative energy (zero: lowest compared OMol25 entry of this formula, charge and spin)   193.0 kJ/mol
Highest occupied orbital energy   -8.46 eV
Structure (SMILES)   COC[C@H](C)N.COC[C@H](C)N.COC[C@H](C)N.COC[C@H](C)N.COC[C@H](C)N.COCCNCCOC.COCCNCCOC.COCCNCCOC.CC(C)O

Here are the Löwdin charges for atoms 1 to 99, given in e:
1 C -0.105
2 O -0.191
3 C -0.234
4 C -0.443
5 C -0.076
6 N 0.031
7 H 0.093
8 H 0.094
9 H 0.071
10 H 0.134
11 H 0.129
12 H 0.133
13 H 0.074
14 H 0.076
15 H 0.082
16 H 0.068
17 H 0.066
18 C -0.110
19 O -0.193
20 C -0.187
21 C -0.414
22 C -0.057
23 N 0.058
24 H 0.068
25 H 0.083
26 H 0.086
27 H 0.128
28 H 0.107
29 H 0.111
30 H 0.070
31 H 0.063
32 H 0.078
33 H 0.059
34 H 0.043
35 C -0.108
36 O -0.158
37 C -0.234
38 C -0.432
39 C -0.064
40 N 0.037
41 H 0.080
42 H 0.082
43 H 0.068
44 H 0.122
45 H 0.122
46 H 0.121
47 H 0.078
48 H 0.075
49 H 0.079
50 H 0.072
51 H 0.067
52 C -0.089
53 O -0.190
54 C -0.239
55 C -0.424
56 C -0.053
57 N 0.050
58 H 0.084
59 H 0.090
60 H 0.086
61 H 0.130
62 H 0.129
63 H 0.105
64 H 0.074
65 H 0.055
66 H 0.087
67 H 0.074
68 H 0.033
69 C -0.124
70 O -0.185
71 C -0.223
72 C -0.422
73 C -0.063
74 N 0.066
75 H 0.091
76 H 0.075
77 H 0.092
78 H 0.125
79 H 0.130
80 H 0.121
81 H 0.078
82 H 0.086
83 H 0.058
84 H 0.053
85 H 0.072
86 C -0.098
87 O -0.181
88 C -0.243
89 C -0.206
90 N -0.054
91 C -0.215
92 C -0.250
93 O -0.205
94 C -0.085
95 H 0.065
96 H 0.063
97 H 0.095
98 H 0.114
99 H 0.122

=====

Record 2
Density functional theory data (wB97M-V/def2-TZVPD) for a 2-piece molecular cluster, C14H16O overall in a non-equilibrium geometry.

Structure (ORCA input):
```
! RIJCOSX wB97M-V def2-TZVPD def2/J DEFGRID3
* xyz 0 1
C -0.5297 -3.0190 4.0976
C -0.3700 -1.6274 3.5063
C -0.7212 -1.5327 2.1396
C -0.3633 -0.3895 1.4320
C 0.1759 0.6901 2.1561
O 0.4871 1.9242 1.6142
C 0.5037 0.6125 3.4998
C 0.1884 -0.5720 4.1674
H -1.5515 -3.3926 3.9859
H -0.3048 -3.0871 5.1687
H 0.1773 -3.7007 3.6267
H -1.0712 -2.4097 1.6142
H -0.5306 -0.3768 0.3677
H 0.7347 1.9002 0.6962
H 1.1844 1.3537 3.8942
H 0.1162 -0.5872 5.2560
C -0.7172 -1.3532 -4.3238
C -0.4756 0.0169 -3.7991
C -0.8239 0.2576 -2.4323
C -0.0743 1.2264 -1.7925
C 1.0522 1.8639 -2.3063
C 1.2822 1.7899 -3.6595
C 0.4603 0.8831 -4.3415
H -1.0689 -1.5532 -5.3366
H -1.3864 -1.9786 -3.7111
H 0.2171 -1.9161 -4.2443
H -1.6279 -0.2542 -1.9315
H -0.1618 1.2566 -0.7152
H 1.6005 2.5977 -1.7245
H 1.9909 2.3874 -4.2137
H 0.6545 0.7010 -5.4048
*
```

## Properties
E   -618.25790 Eh
Relative energy (zero: lowest compared OMol25 entry of this formula, charge and spin)   152.5 kJ/mol
Highest occupied orbital energy   -8.39 eV
Structure (SMILES)   Cc1ccc(O)cc1.Cc1ccccc1

natural (NBO) charges in e:
1 C -0.626
2 C -0.047
3 C -0.175
4 C -0.284
5 C 0.294
6 O -0.689
7 C -0.255
8 C -0.203
9 H 0.215
10 H 0.213
11 H 0.217
12 H 0.208
13 H 0.216
14 H 0.478
15 H 0.230
16 H 0.214
17 C -0.646
18 C -0.002
19 C -0.209
20 C -0.205
21 C -0.232
22 C -0.199
23 C -0.212
24 H 0.225
25 H 0.219
26 H 0.225
27 H 0.217
28 H 0.181
29 H 0.211
30 H 0.222
31 H 0.203

=====

Record 3
Density functional theory data (wB97M-V/def2-TZVPD) for C24H67LiN19O19 as an isolated structure in a non-equilibrium geometry.

Structure (ORCA input):
```
! RIJCOSX wB97M-V def2-TZVPD def2/J DEFGRID3
* xyz -1 1
Li -1.7974 7.9364 -1.5208
C 0.5053 1.5777 -2.1944
C 0.9587 0.6230 -1.4023
C 0.9128 0.9028 0.1201
O 1.3568 -0.0125 0.9150
C 0.4429 1.9947 0.7225
C -0.0082 3.1318 -0.1413
C 0.1309 2.9243 -1.7176
O -0.2343 3.8122 -2.4894
O -0.3490 4.2778 0.2938
O 1.3212 -0.4907 -2.0009
H 0.5394 1.3973 -3.2587
H 0.4315 2.2240 1.7778
C -3.3886 7.4524 5.7319
O -3.6237 8.5167 5.1264
N -2.9702 6.3550 5.2045
N -3.7648 7.3969 6.9951
H -2.8083 6.3384 4.2077
H -2.5321 5.5966 5.7074
H -4.0774 8.2366 7.4614
H -3.6893 6.5351 7.5163
C 8.7927 0.3646 1.2333
O 8.4363 1.2715 0.4822
N 8.0840 -0.1162 2.2522
N 9.9805 -0.0558 1.4455
H 8.4504 -0.9148 2.7503
H 7.1336 0.1980 2.3867
H 10.1240 -0.7137 2.1982
H 10.7329 0.4892 1.0493
C -3.1411 -1.6071 -7.8481
O -3.7820 -2.3378 -8.5466
N -2.5599 -2.0717 -6.7637
N -2.7129 -0.4724 -8.1725
H -1.9043 -1.6033 -6.1546
H -2.6111 -3.0758 -6.6680
H -2.2811 0.0966 -7.4584
H -3.3153 -0.0870 -8.8857
C 3.7439 9.8903 -6.1971
O 4.1087 11.0266 -5.7803
N 4.1333 9.2123 -7.1837
N 2.7734 9.2915 -5.5884
H 3.7894 8.2855 -7.3909
H 4.8057 9.6536 -7.7947
H 2.3175 9.8322 -4.8673
H 2.3505 8.4078 -5.8339
C 1.2333 -7.2639 -4.6608
O 0.8520 -8.2730 -5.2090
N 1.4062 -7.0945 -3.4194
N 1.5573 -6.1468 -5.3090
H 0.9025 -7.8448 -2.9682
H 1.6547 -6.1668 -3.1069
H 1.5419 -5.9678 -6.3029
H 1.4120 -5.2937 -4.7884
C 2.3527 -6.5391 2.8742
O 2.5079 -7.7120 3.2386
N 1.2380 -6.0386 2.4971
N 3.2389 -5.6127 2.9401
H 0.3733 -6.5576 2.5522
H 1.2607 -5.0704 2.2104
H 4.2049 -5.8879 3.0465
H 2.9857 -4.8028 2.3924
C 5.2511 -1.7241 -8.3126
O 6.1576 -1.3523 -8.9427
N 5.2813 -1.7456 -6.9994
N 4.1143 -2.0744 -8.7450
H 4.4278 -1.8668 -6.4731
H 6.1710 -1.5747 -6.5529
H 4.0740 -2.3519 -9.7153
H 3.4020 -2.4609 -8.1423
C 8.0736 -5.7035 -0.6598
O 7.5640 -6.7162 -0.3283
N 7.4571 -4.6888 -1.1584
N 9.3798 -5.5932 -0.8269
H 8.0018 -3.8523 -1.3126
H 6.4482 -4.7247 -1.1889
H 9.7878 -4.8272 -1.3435
H 9.8486 -6.4754 -0.6784
C 2.5448 0.1163 7.7821
O 3.0666 0.6971 8.6845
N 1.3917 0.3839 7.3116
N 3.2128 -0.7095 7.0465
H 0.7102 0.7337 7.9698
H 1.0999 -0.1204 6.4866
H 2.8236 -1.0620 6.1837
H 4.1980 -0.8050 7.2472
C -8.0346 -3.3718 6.5417
C -7.5547 -2.2850 5.6218
C -6.5555 -1.3448 6.4153
C -5.2246 -2.0305 6.5442
C -4.6280 -2.3532 5.2329
C -5.4769 -3.3041 4.3680
N -6.8788 -2.8319 4.4206
O -7.6903 -3.6580 3.6764
C -5.0415 -3.1101 2.8892
C -5.1721 -4.7629 4.6664
C -8.8218 -1.4609 5.1436
H -7.1752 -3.9361 6.9037
H -8.8116 -3.9057 5.9946
H -8.5242 -2.9872 7.4364
H -6.4211 -0.3377 6.0204
H -6.9305 -1.2926 7.4374
H -5.1899 -2.9350 7.1515
H -4.6116 -1.3530 7.1386
H -3.6963 -2.8383 5.5237
H -4.2407 -1.4995 4.6768
H -3.9859 -2.9852 2.6478
H -5.5253 -3.8686 2.2739
H -5.4921 -2.1508 2.6346
H -4.1207 -5.0105 4.8124
H -5.6345 -4.9778 5.6299
H -5.5886 -5.4988 3.9786
H -8.4017 -0.7576 4.4246
H -9.2528 -0.8632 5.9468
H -9.4603 -2.0578 4.4924
H -7.6244 -3.2574 2.8065
O -2.8584 4.4016 -6.7697
H -2.6079 4.6987 -5.8950
H -3.7571 4.0880 -6.6684
O -3.5659 9.0035 -4.2792
H -4.2348 9.6346 -4.0135
H -3.4979 9.1110 -5.2279
O 1.3880 5.0444 -8.2815
H 1.3068 4.7638 -7.3700
H 0.6973 4.5678 -8.7418
O -4.4338 9.4346 0.5334
H -4.7069 10.3513 0.5683
H -4.4253 9.1518 1.4478
O 4.8973 2.8564 -4.2282
H 4.0384 2.6578 -3.8553
H 5.5110 2.3398 -3.7060
*
```

## Properties
E   -3432.09659 Eh
Highest occupied orbital energy   -3.09 eV

Here are the Löwdin charges for atoms 1 to 99, given in e:
1 Li 0.905
2 C -0.067
3 C -0.409
4 C -0.419
5 O -0.117
6 C -0.048
7 C -0.325
8 C -0.364
9 O -0.078
10 O -0.128
11 O -0.149
12 H 0.087
13 H 0.087
14 C -0.764
15 O -0.027
16 N 0.178
17 N 0.148
18 H 0.126
19 H 0.121
20 H 0.116
21 H 0.105
22 C -0.762
23 O 0.032
24 N 0.137
25 N 0.141
26 H 0.097
27 H 0.121
28 H 0.108
29 H 0.126
30 C -0.856
31 O 0.046
32 N 0.155
33 N 0.176
34 H 0.112
35 H 0.114
36 H 0.124
37 H 0.128
38 C -0.787
39 O -0.025
40 N 0.181
41 N 0.145
42 H 0.128
43 H 0.132
44 H 0.115
45 H 0.113
46 C -0.817
47 O 0.037
48 N 0.173
49 N 0.142
50 H 0.135
51 H 0.125
52 H 0.108
53 H 0.097
54 C -0.810
55 O 0.002
56 N 0.163
57 N 0.163
58 H 0.128
59 H 0.116
60 H 0.126
61 H 0.113
62 C -0.876
63 O 0.086
64 N 0.158
65 N 0.168
66 H 0.108
67 H 0.118
68 H 0.125
69 H 0.114
70 C -0.836
71 O 0.069
72 N 0.168
73 N 0.143
74 H 0.112
75 H 0.128
76 H 0.102
77 H 0.113
78 C -0.859
79 O 0.046
80 N 0.174
81 N 0.163
82 H 0.125
83 H 0.117
84 H 0.113
85 H 0.122
86 C -0.049
87 C -0.483
88 C -0.118
89 C -0.226
90 C -0.150
91 C -0.492
92 N -0.130
93 O -0.010
94 C -0.039
95 C -0.038
96 C -0.026
97 H 0.072
98 H 0.086
99 H 0.083

=====

Record 4
Density functional theory data (wB97M-V/def2-TZVPD) for C23H26I2N2O8P2TaTe as an isolated structure in a non-equilibrium geometry.

Structure (ORCA input):
```
! RIJCOSX wB97M-V def2-TZVPD def2/J DEFGRID3
* xyz 3 1
Ta -0.0915 -0.3644 -0.1258
I -7.6963 -1.1974 0.9281
C -5.6949 -1.0366 0.4401
C -4.7418 -1.6378 1.2758
C -3.4137 -1.5336 0.9109
I -1.7565 -2.1358 2.0368
C -3.0909 -0.8779 -0.2621
O -1.7819 -0.8099 -0.6016
C -3.9815 -0.1891 -1.0563
C -3.4382 0.6620 -2.1866
N -2.2227 1.4143 -1.7830
C -2.4913 2.4611 -0.8157
C -1.7796 2.3984 0.5245
C -1.9725 3.5117 1.3361
C -1.5646 3.5213 2.6521
C -0.9488 2.3832 3.1598
C -0.7309 1.3373 2.3060
N -1.1108 1.3115 0.9950
C -5.3189 -0.2964 -0.6849
H -5.0506 -2.1435 2.1801
H -3.1780 0.0345 -3.0415
H -4.2318 1.3387 -2.5176
H -1.7971 1.8045 -2.6134
H -2.3132 3.4540 -1.2335
H -3.5553 2.4482 -0.5515
H -2.4910 4.3652 0.9189
H -1.7381 4.3881 3.2766
H -0.6400 2.3116 4.1928
H -0.2420 0.4478 2.6770
H -6.0789 0.2130 -1.2646
C 4.7121 -0.4373 -0.4714
C 3.6174 0.6192 -0.3549
O 4.1018 1.9472 -0.2310
P 2.6656 0.4996 1.2049
O 1.9898 1.8887 1.4303
O 3.6748 0.1734 2.3210
O 1.4695 -0.5151 1.1569
P 2.4622 0.4557 -1.8359
O 2.6763 1.6659 -2.7831
O 2.5192 -0.9079 -2.3594
O 0.9715 0.8036 -1.2165
H 5.4066 -0.3455 0.3644
H 5.2580 -0.2944 -1.4053
H 4.2963 -1.4431 -0.4872
H 5.0658 1.9676 -0.3203
H 2.5802 2.6592 1.3436
H 3.4380 0.0765 3.2569
H 3.2819 1.5633 -3.5344
C -1.2577 -3.9059 -1.2916
Te 0.5830 -2.8469 -1.3659
C 0.0792 -2.3752 -3.3887
C -1.0046 -3.3642 -3.7356
C -1.3642 -3.5401 -5.0716
C -2.3681 -4.4311 -5.4037
C -3.0156 -5.1556 -4.4077
C -2.6548 -4.9902 -3.0830
C -1.6471 -4.0905 -2.7408
H -2.0022 -3.3466 -0.7292
H -1.0578 -4.8431 -0.7746
H 1.0015 -2.4894 -3.9524
H -0.2380 -1.3335 -3.4466
H -0.8504 -2.9898 -5.8500
H -2.6386 -4.5752 -6.4407
H -3.7918 -5.8611 -4.6706
H -3.1468 -5.5727 -2.3138
*
```

## Properties
E   -3205.96286 Eh
Relative energy (zero: lowest compared OMol25 entry of this formula, charge and spin)   220.5 kJ/mol
Highest occupied orbital energy   -15.58 eV

natural (NBO) charges in e:
1 Ta 2.230
2 I 0.314
3 C -0.176
4 C -0.250
5 C -0.173
6 I 0.430
7 C 0.185
8 O -0.733
9 C -0.064
10 C -0.236
11 N -0.624
12 C -0.283
13 C 0.267
14 C -0.231
15 C -0.065
16 C -0.242
17 C 0.064
18 N -0.631
19 C -0.133
20 H 0.267
21 H 0.238
22 H 0.223
23 H 0.400
24 H 0.248
25 H 0.241
26 H 0.258
27 H 0.265
28 H 0.263
29 H 0.213
30 H 0.246
31 C -0.657
32 C -0.428
33 O -0.723
34 P 2.413
35 O -0.972
36 O -0.957
37 O -1.111
38 P 2.370
39 O -0.957
40 O -1.072
41 O -1.086
42 H 0.256
43 H 0.260
44 H 0.264
45 H 0.520
46 H 0.568
47 H 0.570
48 H 0.561
49 C -0.616
50 Te 0.780
51 C -0.586
52 C -0.007
53 C -0.213
54 C -0.169
55 C -0.170
56 C -0.178
57 C -0.111
58 H 0.227
59 H 0.264
60 H 0.270
61 H 0.226
62 H 0.230
63 H 0.246
64 H 0.246
65 H 0.230

=====

| no. | orbital gap (Ha) |
| --- | --- |
| 1 | 0.3314 |
| 2 | 0.3386 |
| 3 | 0.0794 |
| 4 | 0.1845 |